1.
{
  "formula": "C39H29Cl2N9O9Y",
  "method": "ωB97M-V/def2-TZVPD",
  "lumo_ev": 1.6,
  "multiplicity": 1,
  "mol_weight_g_mol": 927.527,
  "total_energy_ha": -3632.6183,
  "total_charge": -1,
  "e_homo_ev": -4.74,
  "symbols": ["Y", "Cl", "Cl", "O", "O", "O", "O", "O", "O", "O", "O", "O", "N", "N", "N", "N", "N", "N", "N", "N", "N", "C", "C", "C", "C", "C", "C", "C", "C", "C", "C", "C", "C", "C", "C", "C", "C", "C", "C", "C", "C", "C", "C", "C", "C", "C", "C", "C", "C", "C", "C", "C", "C", "C", "C", "C", "C", "C", "C", "C", "H", "H", "H", "H", "H", "H", "H", "H", "H", "H", "H", "H", "H", "H", "H", "H", "H", "H", "H", "H", "H", "H", "H", "H", "H", "H", "H", "H", "H"],
  "coordinates": [[11.08, 9.14, 12.25], [17.41, 6.05, 12.33], [16.43, 5.54, 9.41], [11.65, 5.62, 9.20], [14.56, 9.96, 12.64], [13.85, 12.75, 8.27], [13.19, 9.56, 10.94], [13.83, 7.37, 15.51], [13.46, 14.83, 7.75], [11.70, 11.37, 12.55], [6.65, 9.75, 12.62], [12.33, 12.66, 14.29], [11.14, 9.55, 14.71], [8.91, 10.16, 12.38], [16.74, 9.87, 11.36], [11.72, 7.03, 11.09], [10.38, 10.52, 10.10], [9.43, 7.72, 13.39], [13.56, 13.91, 8.54], [12.70, 7.75, 13.50], [9.17, 7.87, 10.20], [11.14, 10.62, 9.01], [13.14, 14.76, 12.60], [7.77, 6.25, 8.40], [8.86, 6.00, 14.98], [15.29, 6.10, 10.67], [7.19, 7.55, 14.22], [7.90, 8.13, 9.87], [11.18, 6.45, 10.01], [14.88, 6.77, 12.93], [9.77, 6.67, 14.17], [13.34, 14.19, 9.95], [14.31, 9.72, 11.37], [11.08, 11.66, 8.11], [11.52, 10.32, 17.30], [13.52, 7.06, 12.64], [12.76, 13.48, 12.13], [15.54, 9.66, 10.50], [10.37, 10.45, 15.27], [15.77, 6.32, 11.95], [8.68, 11.40, 11.66], [12.24, 9.25, 16.79], [10.33, 12.76, 8.45], [13.08, 6.77, 11.34], [9.60, 11.55, 10.47], [13.70, 15.43, 10.37], [13.61, 15.75, 11.74], [8.18, 8.21, 13.50], [12.84, 13.20, 10.75], [9.04, 5.99, 8.77], [9.71, 6.82, 9.66], [7.83, 9.49, 12.78], [12.99, 7.89, 14.77], [9.60, 12.75, 9.65], [10.50, 10.86, 16.56], [7.20, 7.43, 8.91], [12.07, 8.94, 15.44], [13.93, 6.28, 10.35], [7.52, 6.42, 14.96], [12.22, 12.42, 13.10], [15.59, 10.06, 12.69], [11.69, 10.59, 18.37], [13.05, 14.93, 13.68], [7.65, 11.59, 11.35], [10.25, 13.63, 7.76], [7.43, 9.03, 10.29], [7.21, 5.57, 7.80], [15.50, 8.65, 10.12], [11.75, 11.66, 7.27], [13.62, 6.17, 9.33], [9.18, 5.10, 15.47], [9.54, 5.15, 8.35], [12.98, 8.66, 17.31], [15.29, 6.96, 13.90], [8.89, 12.25, 12.36], [12.54, 12.24, 10.42], [14.02, 16.14, 9.64], [9.96, 11.68, 16.97], [6.19, 7.90, 14.19], [9.58, 10.90, 14.67], [10.78, 6.36, 14.04], [11.67, 9.74, 8.75], [13.96, 16.70, 12.20], [15.53, 10.39, 9.68], [6.18, 7.70, 8.73], [8.96, 13.57, 9.88], [17.33, 10.66, 11.11], [17.39, 9.09, 11.39], [6.79, 5.86, 15.50]]
}

***

2.
{
  "formula": "C39H30IIrN6O3P",
  "method": "ωB97M-V/def2-TZVPD",
  "lumo_ev": -8.7,
  "multiplicity": 1,
  "mol_weight_g_mol": 980.803,
  "total_energy_ha": -2800.9886,
  "total_charge": 3,
  "e_homo_ev": -15.74,
  "symbols": ["Ir", "I", "P", "O", "O", "O", "N", "N", "N", "N", "N", "N", "C", "C", "C", "C", "C", "C", "C", "C", "C", "C", "C", "C", "C", "C", "C", "C", "C", "C", "C", "C", "C", "C", "C", "C", "C", "C", "C", "C", "C", "C", "C", "C", "C", "C", "C", "C", "C", "C", "C", "H", "H", "H", "H", "H", "H", "H", "H", "H", "H", "H", "H", "H", "H", "H", "H", "H", "H", "H", "H", "H", "H", "H", "H", "H", "H", "H", "H", "H", "H"],
  "coordinates": [[0.00, -0.45, 0.85], [-0.31, 1.26, 2.76], [-0.89, 1.00, -0.75], [4.93, -4.38, 4.00], [-1.84, -1.52, 0.91], [6.37, -2.79, 4.14], [-0.18, -2.13, -0.39], [0.83, -1.82, 2.24], [5.30, -3.24, 3.84], [-2.21, -3.33, -0.46], [1.68, -2.73, -1.59], [1.97, 0.11, 0.75], [-1.64, 4.79, -1.80], [-1.43, 3.42, -1.68], [2.96, -2.56, 3.11], [4.72, 0.57, 0.81], [2.79, -0.70, 1.50], [-0.42, 4.10, 3.06], [4.39, -2.35, 3.08], [-3.22, 0.16, -2.20], [-2.65, 0.59, -1.01], [0.87, 1.74, -2.83], [3.88, 1.39, 0.10], [-4.60, -0.06, -2.27], [-0.54, 3.22, 2.01], [2.27, -3.47, 3.94], [-0.84, 3.62, 0.67], [2.19, -1.73, 2.29], [-5.40, 0.15, -1.16], [-3.47, 0.82, 0.10], [0.41, -0.57, -4.30], [-3.62, -3.46, -0.03], [1.31, 0.38, -4.77], [-0.58, 5.47, 2.86], [-1.42, 5.58, -0.71], [4.17, -0.50, 1.55], [-1.64, -4.17, -1.38], [0.20, -2.68, 3.03], [-0.89, 5.92, 1.62], [2.51, 1.13, 0.10], [0.90, -3.51, 3.90], [-0.03, 0.78, -2.34], [-1.00, 2.81, -0.51], [-4.83, 0.60, 0.03], [-0.35, -4.02, -1.79], [-1.46, -2.34, 0.03], [0.41, -2.94, -1.27], [4.96, -1.37, 2.36], [-1.04, 5.03, 0.53], [-0.24, -0.37, -3.09], [1.54, 1.53, -4.03], [-0.88, -2.69, 2.97], [0.20, -1.45, -4.89], [1.83, 1.77, -0.44], [-3.05, 1.18, 1.03], [-6.47, -0.01, -1.23], [-4.08, -4.27, -0.59], [2.82, -4.12, 4.61], [0.35, -4.19, 4.54], [2.22, 2.29, -4.40], [-1.61, 2.81, -2.55], [-4.13, -2.52, -0.24], [-0.93, -1.13, -2.74], [-5.46, 0.79, 0.89], [2.13, -1.88, -1.31], [-0.48, 6.15, 3.70], [1.02, 2.68, -2.32], [1.80, 0.23, -5.72], [5.78, 0.75, 0.83], [-1.56, 6.65, -0.77], [0.07, -4.71, -2.51], [-1.05, 6.98, 1.43], [-1.97, 5.21, -2.74], [-5.03, -0.38, -3.21], [-3.66, -3.67, 1.03], [-0.19, 3.74, 4.05], [-2.64, 0.06, -3.11], [6.04, -1.24, 2.40], [-2.27, -4.96, -1.75], [2.13, -3.30, -2.29], [4.25, 2.23, -0.46]]
}

***

3.
{
  "formula": "C39H30N10OPt",
  "method": "ωB97M-V/def2-TZVPD",
  "lumo_ev": -8.7,
  "multiplicity": 1,
  "mol_weight_g_mol": 849.816,
  "total_energy_ha": -2245.9388,
  "total_charge": 2,
  "e_homo_ev": -13.72,
  "symbols": ["Pt", "O", "N", "N", "N", "N", "N", "N", "N", "N", "N", "N", "C", "C", "C", "C", "C", "C", "C", "C", "C", "C", "C", "C", "C", "C", "C", "C", "C", "C", "C", "C", "C", "C", "C", "C", "C", "C", "C", "C", "C", "C", "C", "C", "C", "C", "C", "C", "C", "C", "C", "H", "H", "H", "H", "H", "H", "H", "H", "H", "H", "H", "H", "H", "H", "H", "H", "H", "H", "H", "H", "H", "H", "H", "H", "H", "H", "H", "H", "H", "H"],
  "coordinates": [[0.70, 0.90, -0.40], [0.89, -2.10, 0.65], [3.45, -0.43, 0.98], [1.50, 0.92, 1.40], [-1.65, -0.99, 1.61], [-0.19, 2.14, 2.59], [-0.14, 0.82, -2.19], [1.48, -0.52, -3.34], [-2.14, 2.08, -1.74], [2.21, -0.18, -1.08], [-0.84, 1.92, 0.29], [-1.80, -1.18, 0.28], [-0.36, 0.14, -5.76], [-2.54, 1.68, -4.79], [-2.78, -0.55, 2.21], [-1.30, 1.44, -2.53], [-4.17, 3.41, 0.20], [3.19, -0.72, -0.28], [0.98, 1.54, 2.49], [0.40, 0.22, -3.29], [-3.71, -0.42, 1.20], [-1.95, 2.25, -0.45], [1.92, 1.41, 3.61], [4.04, 0.81, 5.25], [5.05, -2.46, -0.75], [-1.03, 2.28, 1.58], [1.88, 1.87, 4.90], [5.54, -3.29, -1.76], [3.00, 0.66, 3.13], [3.97, -1.67, -1.07], [3.39, -1.69, -2.34], [-2.35, 2.91, 1.71], [2.69, 0.34, 1.73], [-4.86, 3.94, 1.30], [4.98, -3.31, -3.02], [4.07, 0.34, 3.93], [3.88, -2.50, -3.34], [-3.06, -0.86, 0.02], [-0.46, 0.50, -4.44], [-3.62, -1.00, -1.35], [-1.38, 0.57, -6.62], [2.27, -0.75, -2.31], [1.04, -3.50, 0.91], [-3.02, 3.43, 2.80], [-2.87, -0.31, 3.68], [-1.53, 1.25, -3.96], [2.98, 1.55, 5.72], [-2.44, 1.33, -6.15], [1.48, -4.25, -0.33], [-2.92, 2.90, 0.44], [-4.30, 3.95, 2.56], [-2.57, 3.44, 3.78], [-5.85, 4.36, 1.16], [2.42, -3.85, -0.71], [-3.37, 2.27, -4.42], [-4.86, 4.37, 3.39], [-1.34, 0.32, -7.67], [-3.84, 0.11, 3.93], [-2.09, 0.38, 4.02], [-0.79, -1.30, 2.04], [-2.75, -1.24, 4.23], [0.47, -0.46, -6.13], [-4.49, -1.65, -1.36], [0.72, -4.17, -1.12], [0.10, -1.97, 0.09], [-4.73, -0.10, 1.31], [-3.94, -0.03, -1.75], [5.49, -2.44, 0.24], [1.04, 2.44, 5.28], [5.39, -3.96, -3.78], [-3.21, 1.65, -6.84], [3.43, -2.51, -4.33], [0.11, -3.91, 1.31], [1.80, -3.58, 1.69], [-2.87, -1.42, -2.02], [2.99, 1.90, 6.75], [1.61, -5.31, -0.11], [4.90, -0.25, 3.55], [4.87, 0.59, 5.91], [6.39, -3.93, -1.55], [-4.60, 3.41, -0.79]]
}

***

Number 1: Kohn-Sham gap 6.36 eV. Number 2: Kohn-Sham gap 7.01 eV. Number 3: Kohn-Sham gap 5.02 eV.